The following is a quantum chemistry calculation of a 7-piece molecular cluster, C10H34O12 overall, from the Open Molecules 2025 dataset.

Output
SMILES: OCCO.OCCO.OCCO.OCCO.OCCO.O.O
Highest occupied orbital energy: -9.2832 eV
ΔE to the lowest compared entry with this formula, charge and spin: 68.59 kcal/mol
Lowest unoccupied orbital energy: -0.21 eV
E: -1304.09593 Eh

Bonds (Å) are listed after each position.
Element x y z (Å)
1 O 0.3703 -1.6794 -1.3443  C15 1.383, H28 0.949
2 O 2.2693 2.1006 0.2177  C19 1.364, H53 0.986
3 O -0.7647 -0.7064 1.8807  C20 1.453, H55 1.018
4 O -3.1547 -0.7704 3.1457  C21 1.427, H29 0.950
5 O 0.9533 0.4866 3.9537  H23 0.966, H32 0.998
6 O 5.0833 0.4766 1.6067  C22 1.447, H24 0.977
7 O -3.0037 1.1036 5.0967  C14 1.434, H35 0.969
8 O -3.2157 -0.1784 -3.9463  C16 1.405, H52 0.973
9 O 0.2543 2.0976 -3.5073  C13 1.380, H30 0.928
10 O 2.2523 -0.7344 -3.0883  C17 1.392, H27 0.925
11 O -0.7117 -2.6714 -3.6063  C18 1.436, H33 0.932
12 O -0.0537 1.7076 1.2457  H37 0.987, H45 0.958
13 C 1.3643 1.4666 -2.9833  O9 1.380, C17 1.549, H46 1.087, H50 1.093
14 C -3.5797 -0.1874 5.3347  O7 1.434, C21 1.526, H41 1.096, H51 1.078
15 C 0.4733 -1.1504 -0.0703  O1 1.383, C20 1.558, H25 1.027, H48 1.048
16 C -2.1107 -0.8014 -3.3423  O8 1.405, C18 1.515, H38 1.142, H49 1.097
17 C 1.6853 0.2526 -3.8903  O10 1.392, C13 1.549, H39 1.054, H47 1.168
18 C -1.4647 -1.7124 -4.3653  O11 1.436, C16 1.515, H40 1.156, H43 1.133
19 C 3.1863 1.6976 1.1437  O2 1.364, C22 1.526, H42 1.103, H56 1.103
20 C -0.9177 -1.3684 0.5967  O3 1.453, C15 1.558, H36 1.144, H44 1.073
21 C -2.6907 -1.0684 4.4617  O4 1.427, C14 1.526, H31 1.093, H34 1.084
22 C 4.0023 0.5086 0.6447  O6 1.447, C19 1.526, H26 1.078, H54 1.168
23 H 0.6003 -0.2534 3.4437  O5 0.966
24 H 5.7063 1.1556 1.2807  O6 0.977
25 H 1.1593 -1.7624 0.3877  C15 1.027
26 H 3.3673 -0.3614 0.6147  C22 1.078
27 H 3.1443 -0.5604 -2.9153  O10 0.925
28 H 1.0123 -1.2634 -1.9063  O1 0.949
29 H -3.4227 0.1406 3.1597  O4 0.950
30 H 0.3173 2.1136 -4.4333  O9 0.928
31 H -1.6217 -0.8584 4.5457  C21 1.093
32 H 0.3633 1.2216 3.6257  O5 0.998
33 H -0.1207 -2.2414 -3.0283  O11 0.932
34 H -2.7377 -2.1414 4.6107  C21 1.084
35 H -3.4477 1.6076 4.3987  O7 0.969
36 H -1.2077 -2.4634 0.7587  C20 1.144
37 H -0.0857 0.7786 1.5787  O12 0.987
38 H -1.3427 0.0286 -3.1793  C16 1.142
39 H 0.8203 -0.0734 -4.3973  C17 1.054
40 H -0.9787 -1.0224 -5.1553  C18 1.156
41 H -3.5717 -0.4754 6.3917  C14 1.096
42 H 3.8673 2.5586 1.2537  C19 1.103
43 H -2.3277 -2.2854 -4.8243  C18 1.133
44 H -1.6367 -0.7864 0.0537  C20 1.073
45 H -0.9397 2.0596 1.1537  O12 0.958
46 H 2.2243 2.1316 -2.9793  C13 1.087
47 H 2.4373 0.5176 -4.7433  C17 1.168
48 H 0.7293 -0.1414 -0.1953  C15 1.048
49 H -2.4847 -1.3204 -2.4513  C16 1.097
50 H 1.0963 1.0476 -2.0103  C13 1.093
51 H -4.5777 -0.0324 4.9567  C14 1.078
52 H -3.5177 0.7006 -3.6573  O8 0.973
53 H 1.3873 1.8356 0.5697  O2 0.986
54 H 4.5273 0.5236 -0.3983  C22 1.168
55 H -1.7397 -0.6884 2.1717  O3 1.018
56 H 2.7723 1.4436 2.1337  C19 1.103

The following is a quantum chemistry calculation of a 2-piece molecular cluster, C3H5BrO2 overall, from the Open Molecules 2025 dataset.

Output
Highest occupied orbital energy: -7.7662 eV
ΔE to the lowest compared entry with this formula, charge and spin: 86.98 kcal/mol
Lowest unoccupied orbital energy: -1.19 eV
E: -2841.66028 Eh

Bonds (Å) are listed after each position.
Element x y z (Å)
1 Br -2.6420 -0.7033 -3.4373  no bonds
2 O 0.7665 0.1195 -2.4689  C6 1.292, H11 1.086
3 O -0.1778 -1.5233 -0.9746  C5 1.489, C6 1.308
4 C 0.0455 0.1096 1.0899  C5 1.571, H7 1.065, H8 1.007, H9 1.080
5 C -0.6170 -0.2818 -0.2794  O3 1.489, C4 1.571, C6 1.412, H10 1.049
6 C -0.0026 -0.3609 -1.5484  O2 1.292, O3 1.308, C5 1.412
7 H 0.4586 1.0901 1.1366  C4 1.065
8 H 0.7922 -0.5624 1.1638  C4 1.007
9 H -0.7517 0.2365 1.8072  C4 1.080
10 H -1.6459 -0.0955 -0.1964  C5 1.049
11 H 0.7847 -0.5392 -3.3321  O2 1.086

The following is a quantum chemistry calculation of an isolated ion of composition C4H11N2OS and charge -1, from the Open Molecules 2025 dataset.

Output
SMILES: N[C@H](CS)CNC[O-]
Highest occupied orbital energy: -2.6303 eV
ΔE to the lowest compared entry with this formula, charge and spin: 77.13 kcal/mol
Lowest unoccupied orbital energy: 3.19 eV
Charge: -1
E: -741.92395 Eh

Bonds (Å) are listed after each position.
Element x y z (Å)
1 S -2.6020 0.7289 -0.9808  C6 1.834, H13 1.343
2 O 2.3655 -1.2343 -1.2810  C5 1.304
3 N 1.9499 0.4034 0.3948  C5 1.555, C7 1.446, H10 1.018
4 N -1.2973 0.0732 2.0432  C8 1.452, H15 1.009, H17 1.006
5 C 2.9282 -0.2681 -0.6096  O2 1.304, N3 1.555, H11 1.130, H19 1.130
6 C -1.1753 -0.2606 -0.3912  S1 1.834, C8 1.506, H9 1.091, H12 1.086
7 C 0.9022 -0.4548 0.9002  N3 1.446, C8 1.557, H14 1.101, H18 1.094
8 C -0.4883 0.2448 0.8496  N4 1.452, C6 1.506, C7 1.557, H16 1.088
9 H -0.5266 -0.2128 -1.2669  C6 1.091
10 H 2.4397 0.9104 1.1291  N3 1.018
11 H 3.2552 0.6528 -1.1761  C5 1.130
12 H -1.4929 -1.2861 -0.2265  C6 1.086
13 H -3.4309 0.5446 0.0592  S1 1.343
14 H 1.1193 -0.8312 1.9116  C7 1.101
15 H -1.1778 0.7868 2.7457  N4 1.009
16 H -0.2419 1.3026 0.7840  C8 1.088
17 H -1.3183 -0.8406 2.4642  N4 1.006
18 H 0.9509 -1.3325 0.2486  C7 1.094
19 H 3.8496 -0.5682 -0.0290  C5 1.130